(1)
Molecular formula: C26H25Cl2N9O2Pd
Method: DFT, ωB97M-V/def2-TZVPD

Geometry as XYZ:
```
65
Properties=species:S:1:pos:R:3:mulliken_charge:R:1
Pd 0.286 -0.351 0.008 0.834
C 0.980 0.954 3.961 -0.958
C 0.169 0.167 4.786 -0.507
C -0.590 -0.817 4.219 -0.549
C -0.603 -1.013 2.816 0.231
N 0.220 -0.257 2.042 0.469
C 0.990 0.683 2.617 -0.704
N -1.453 -1.957 2.355 -0.480
C -1.688 -2.237 1.112 -0.262
N -1.270 -1.571 -0.001 0.333
C -1.673 -2.247 -1.114 -0.175
N -1.419 -1.979 -2.356 -0.521
C -0.557 -1.040 -2.808 0.343
C -0.530 -0.839 -4.210 -0.614
C 0.222 0.158 -4.763 -0.452
C 1.012 0.951 -3.925 -0.804
C 1.017 0.669 -2.584 -0.642
N 0.261 -0.292 -2.024 0.351
C -2.505 -3.376 -0.700 0.048
C -3.166 -4.359 -1.415 -0.126
C -3.833 -5.339 -0.698 -0.649
C -3.838 -5.336 0.697 -0.641
C -3.178 -4.350 1.413 -0.157
C -2.512 -3.371 0.697 0.151
H 1.616 1.727 4.365 0.478
H 0.163 0.327 5.856 0.417
H -1.208 -1.485 4.799 0.528
H 1.652 1.226 1.956 0.740
H -1.137 -1.510 -4.800 0.516
H 0.220 0.329 -5.832 0.420
H 1.630 1.746 -4.317 0.474
H 1.656 1.224 -1.909 0.520
H -3.144 -4.355 -2.496 0.535
H -4.353 -6.130 -1.223 0.408
H -4.358 -6.126 1.223 0.409
H -3.166 -4.337 2.495 0.537
C -1.822 2.103 -1.377 -0.742
N -2.686 3.277 -1.369 0.120
C -3.807 3.024 -0.464 -0.657
N -3.342 2.734 0.892 0.149
C -2.471 1.565 0.847 -0.678
N -1.305 1.777 -0.032 1.223
C -0.579 2.962 0.464 -0.794
N -1.422 4.153 0.496 0.060
C -1.920 4.412 -0.855 -0.679
C -2.568 3.881 1.366 -0.717
H -0.980 2.299 -2.043 0.140
H -2.384 1.244 -1.753 0.086
H -4.379 2.172 -0.837 0.353
H -4.452 3.905 -0.440 0.337
H -3.036 0.707 0.474 0.089
H -2.119 1.345 1.858 0.075
H 0.282 3.145 -0.185 0.183
H -0.231 2.764 1.478 0.243
H -1.072 4.603 -1.516 0.338
H -2.561 5.296 -0.835 0.338
H -3.214 4.760 1.387 0.348
H -2.210 3.678 2.378 0.345
Cl 5.057 -0.172 1.512 -0.186
C 4.359 -1.072 0.155 -0.089
Cl 5.063 -0.551 -1.390 -0.186
C 2.841 -0.863 0.099 0.490
O 2.148 -1.886 0.115 -0.548
O 2.393 0.322 0.033 -0.514
H 4.585 -2.121 0.290 0.376
```

Properties
DFT total energy in eV: -73399.9699
Multiplicity: 1

***

(2)
Molecular formula: C26H25MnN2S2
Method: DFT, ωB97M-V/def2-TZVPD

Geometry as XYZ:
```
56
Properties=species:S:1:pos:R:3:lowdin_spin:R:1
Mn -0.467 0.327 -0.636 2.741
C 1.815 -0.595 0.934 0.005
N 1.564 -0.001 -0.390 -0.013
C 1.935 -0.956 -1.471 0.000
C 0.937 -2.124 -1.559 0.001
N -0.436 -1.599 -1.688 0.006
C -0.764 -1.346 -3.108 0.006
C -1.491 -2.432 -1.161 0.005
C -1.455 -3.821 -1.210 0.001
C -2.553 -4.567 -0.814 0.001
C -3.716 -3.946 -0.394 0.001
C -3.768 -2.565 -0.335 0.000
C -2.660 -1.816 -0.697 0.001
S -2.751 -0.026 -0.498 -0.005
C 2.294 1.253 -0.576 0.007
C 3.522 1.511 0.012 -0.001
C 4.150 2.730 -0.193 0.005
C 3.573 3.689 -1.009 0.000
C 2.362 3.434 -1.620 0.007
C 1.707 2.227 -1.400 0.017
S 0.153 1.935 -2.152 0.087
H 2.808 -1.051 0.996 0.000
H 1.081 -1.377 1.143 0.001
H 1.726 0.177 1.699 0.000
H 2.945 -1.352 -1.302 -0.001
H 1.936 -0.398 -2.415 0.000
H 1.004 -2.739 -0.658 0.000
H 1.212 -2.749 -2.417 0.000
H -0.828 -2.293 -3.654 0.000
H -0.010 -0.711 -3.568 0.001
H -1.726 -0.837 -3.176 0.001
H -0.577 -4.330 -1.574 0.000
H -2.510 -5.643 -0.868 0.000
H -4.579 -4.529 -0.113 0.000
H -4.663 -2.060 -0.008 0.000
H 3.997 0.779 0.646 0.000
H 5.096 2.925 0.285 0.000
H 4.069 4.633 -1.173 0.000
H 1.897 4.162 -2.264 0.001
C -0.283 3.833 2.330 -0.003
C -0.947 3.751 1.099 0.029
C -1.466 2.555 0.663 -0.001
C -1.325 1.381 1.452 0.000
C -1.868 0.101 1.078 -0.013
C -1.852 -0.956 1.973 0.048
C -1.220 -0.823 3.212 -0.002
C -0.622 0.358 3.570 0.037
C -0.677 1.484 2.723 0.000
C -0.157 2.731 3.129 0.024
H 0.091 4.785 2.666 -0.001
H -1.056 4.644 0.501 0.002
H -2.069 2.544 -0.243 0.000
H -2.345 -1.885 1.729 0.003
H -1.216 -1.669 3.882 -0.001
H -0.138 0.454 4.529 0.002
H 0.324 2.793 4.095 0.001
```

Properties
Net charge: +1
Expectation value of S²: 3.786
DFT total energy in eV: -83333.6105
Multiplicity: 4

***

(3)
Molecular formula: C26H25MoN6O6S6Sb
Method: DFT, ωB97M-V/def2-TZVPD

Geometry as XYZ:
```
71
Properties=species:S:1:pos:R:3:mulliken_charge:R:1
Mo -0.497 -0.417 -0.163 -0.561
O -2.924 2.414 3.002 -0.739
C -1.952 2.614 3.900 0.539
C -2.287 3.278 5.083 -0.729
C -1.333 3.501 6.056 -0.281
C -0.023 3.068 5.872 -0.823
C 0.310 2.418 4.697 -0.346
C -0.630 2.184 3.698 -0.165
C -0.246 1.477 2.443 0.117
O -1.148 1.252 1.565 0.513
N 0.991 1.088 2.322 -0.957
N 1.166 0.471 1.059 1.777
C 2.417 0.357 0.787 -0.800
C 2.994 -0.160 -0.427 0.563
C 4.385 -0.305 -0.496 -0.820
C 4.998 -0.745 -1.649 -0.683
C 4.205 -1.034 -2.766 -0.562
C 2.837 -0.885 -2.726 -0.400
C 2.208 -0.453 -1.549 0.377
O 0.906 -0.313 -1.554 -0.326
H -2.507 1.877 2.277 0.262
H -3.312 3.601 5.210 0.403
H -1.613 4.014 6.970 0.352
H 0.726 3.237 6.634 0.387
H 1.321 2.079 4.517 0.439
H 3.106 0.726 1.548 0.211
H 4.974 -0.067 0.384 0.362
H 6.072 -0.874 -1.687 0.365
H 4.668 -1.396 -3.676 0.380
H 2.209 -1.139 -3.567 0.487
S -1.461 -5.493 -0.740 -0.749
Sb -0.286 -3.699 -1.538 0.888
S -1.693 -1.810 -1.863 -0.384
S 0.673 -2.516 0.346 -0.531
S 1.196 -4.099 -3.202 -0.697
N -3.236 4.578 -6.529 -0.637
C -2.576 4.177 -5.353 1.165
C -2.586 4.994 -4.228 -0.770
C -1.920 4.606 -3.076 -0.175
C -1.224 3.411 -3.054 -0.706
C -1.199 2.592 -4.174 -0.527
C -1.873 2.974 -5.319 -0.757
S -0.379 2.884 -1.593 1.473
O -0.633 3.868 -0.574 -0.804
O 0.977 2.601 -1.971 -0.827
N -1.083 1.456 -1.273 0.356
C -2.353 1.421 -0.835 0.090
N -2.567 0.244 -0.203 0.752
C -3.780 -0.033 0.245 -0.129
C -4.804 0.886 0.107 -0.923
C -4.479 2.086 -0.510 -0.522
N -3.278 2.369 -0.991 -0.421
H -4.022 5.186 -6.356 0.227
H -3.507 3.804 -7.116 0.230
H -3.133 5.930 -4.251 0.256
H -1.948 5.209 -2.180 0.505
H -0.666 1.651 -4.134 0.504
H -1.863 2.333 -6.192 0.283
H -3.933 -0.991 0.719 0.276
H -5.793 0.680 0.487 0.430
H -5.230 2.863 -0.624 0.393
C -2.222 -3.043 1.735 -1.669
S -1.503 -1.441 2.081 1.784
C -0.304 -1.876 3.337 -1.293
O -2.561 -0.701 2.833 -0.752
H -2.882 -3.223 2.583 0.481
H -1.473 -3.818 1.607 0.369
H -2.775 -2.974 0.800 0.406
H 0.422 -2.587 2.958 0.363
H -0.916 -2.289 4.138 0.475
H 0.172 -0.947 3.644 0.228
```

Properties
Net charge: -2
DFT total energy in eV: -122003.4678
Multiplicity: 1

***

(4)
Molecular formula: C26H25N2OReS5Sb2
Method: DFT, ωB97M-V/def2-TZVPD

Geometry as XYZ:
```
62
Properties=species:S:1:pos:R:3:mulliken_charge:R:1
Re 1.080 -1.652 -0.548 1.342
C 2.466 -3.416 3.290 -1.161
C 1.427 -3.182 2.256 0.719
O 1.752 -2.613 1.166 -0.751
N 0.183 -3.567 2.447 0.014
C -0.835 -3.417 1.412 -1.001
C -0.510 -4.215 0.171 0.985
C -0.995 -5.499 0.019 -0.903
C -0.706 -6.221 -1.131 -0.319
C 0.057 -5.619 -2.119 -0.873
C 0.509 -4.332 -1.922 -0.092
N 0.249 -3.641 -0.792 -0.108
H 2.948 -2.468 3.531 0.328
H 3.229 -4.077 2.873 0.319
H 2.058 -3.863 4.193 0.397
H -0.061 -4.007 3.323 0.316
H -0.967 -2.354 1.181 -0.106
H -1.780 -3.763 1.824 0.709
H -1.611 -5.930 0.797 0.493
H -1.083 -7.227 -1.258 0.480
H 0.297 -6.130 -3.041 0.448
H 1.092 -3.826 -2.677 0.446
S 7.910 -3.407 -4.093 -0.148
Sb 7.888 -1.276 -3.971 1.308
S -0.421 -0.983 -1.843 0.175
S 2.852 -1.546 -1.612 -0.026
S 7.912 0.856 -3.864 -0.153
S 0.994 0.077 0.946 -0.321
Sb -0.409 1.966 0.274 1.986
C 0.830 3.620 0.123 0.673
C 0.553 4.577 -0.852 -0.309
C 1.301 5.745 -0.867 -0.731
C 2.299 5.944 0.079 -0.513
C 2.562 4.982 1.048 -0.705
C 1.824 3.809 1.082 -0.565
C -1.846 2.129 1.751 0.734
C -2.677 1.055 2.072 -0.384
C -3.658 1.236 3.031 -0.728
C -3.799 2.472 3.657 -0.538
C -2.964 3.532 3.334 -0.751
C -1.975 3.369 2.373 -0.524
C -1.213 1.446 -1.586 -0.383
C -0.463 1.700 -2.759 -0.124
C -1.077 1.610 -3.994 -0.695
C -2.427 1.278 -4.071 -0.500
C -3.182 1.046 -2.918 -0.722
C -2.589 1.139 -1.677 -0.237
H -0.238 4.439 -1.580 0.405
H 1.096 6.505 -1.609 0.443
H 2.872 6.861 0.067 0.435
H 3.334 5.152 1.787 0.441
H 2.024 3.071 1.849 0.366
H -2.564 0.090 1.588 0.208
H -4.319 0.421 3.293 0.428
H -4.569 2.607 4.405 0.430
H -3.080 4.487 3.827 0.443
H -1.325 4.199 2.121 0.454
H 0.584 1.975 -2.689 0.531
H -0.515 1.810 -4.897 0.482
H -2.907 1.216 -5.040 0.461
H -4.236 0.817 -2.999 0.489
H -3.181 0.996 -0.780 0.481
```

Properties
Net charge: +4
DFT total energy in eV: -101737.9673
Multiplicity: 1